# 1
Formula: CH2O3P2
Source: the Open Molecules 2025 dataset
Level of theory: the ωB97M-V functional and the def2-TZVPD basis

XYZ file:
```
8
Properties=species:S:1:pos:R:3
C 0.92 -0.14 -1.56
O 0.22 2.10 0.04
O 0.44 -0.40 0.75
O -1.70 0.57 -0.66
P 0.01 -1.67 1.58
P -0.25 0.83 -0.54
H 1.72 0.45 -1.12
H -1.36 -1.74 1.50
```

Summary:
Energy above the lowest of the compared OMol25 structures with the same formula, charge and spin: 88.9 kcal/mol
Charge: -2
E_tot: -25786.061 eV
Max |F|: 0.0662 hartree/bohr

The net atomic charges from Mulliken, expressed in e, are: atom 1 (C): -0.952, atom 2 (O): -0.714, atom 3 (O): -0.291, atom 4 (O): -0.747, atom 5 (P): -0.306, atom 6 (P): 0.899, atom 7 (H): 0.175, atom 8 (H): -0.063

***

# 2
Formula: CH2O3PS
Source: the Open Molecules 2025 dataset
Level of theory: the ωB97M-V functional and the def2-TZVPD basis

XYZ file:
```
8
Properties=species:S:1:pos:R:3
C -0.57 0.89 -0.37
O 1.00 0.93 -1.27
O -0.93 1.94 -0.14
O -0.01 -1.77 -0.53
P -1.01 -0.82 0.08
S -0.21 -0.46 2.03
H 0.94 0.00 -1.16
H 0.79 -0.72 1.35
```

Summary:
Energy above the lowest of the compared OMol25 structures with the same formula, charge and spin: 48.1 kcal/mol
Charge: -1
E_tot: -27336.879 eV
Max |F|: 0.0991 hartree/bohr

The net atomic charges from Mulliken, expressed in e, are: atom 1 (C): 0.545, atom 2 (O): -0.692, atom 3 (O): -0.379, atom 4 (O): -0.671, atom 5 (P): 0.039, atom 6 (S): -0.336, atom 7 (H): 0.333, atom 8 (H): 0.162

***

# 3
Formula: CH2O3PS
Source: the Open Molecules 2025 dataset
Level of theory: the ωB97M-V functional and the def2-TZVPD basis

XYZ file:
```
8
Properties=species:S:1:pos:R:3
C 0.92 -0.03 -0.29
O 0.84 -1.29 -0.89
O 1.90 0.36 0.31
O -1.55 0.12 -1.34
P -0.69 0.99 -0.45
S -1.28 0.42 1.67
H 0.01 -1.21 -1.34
H -0.16 0.63 2.32
```

Summary:
Energy above the lowest of the compared OMol25 structures with the same formula, charge and spin: 5.9 kcal/mol
Charge: -1
E_tot: -27338.712 eV
Max |F|: 0.0507 hartree/bohr

The net atomic charges from Mulliken, expressed in e, are: atom 1 (C): 0.494, atom 2 (O): -0.464, atom 3 (O): -0.558, atom 4 (O): -0.673, atom 5 (P): 0.148, atom 6 (S): -0.407, atom 7 (H): 0.356, atom 8 (H): 0.104

***

# 4
Formula: CH2O3S
Source: the Open Molecules 2025 dataset
Level of theory: the ωB97M-V functional and the def2-TZVPD basis

XYZ file:
```
7
Properties=species:S:1:pos:R:3
C -0.27 0.49 -0.07
O -2.94 -1.20 0.19
O -4.37 0.51 -0.78
O -0.61 1.48 0.52
S -3.67 0.05 0.36
H 0.74 0.31 -0.60
H -0.97 -0.38 -0.04
```

Summary:
Energy above the lowest of the compared OMol25 structures with the same formula, charge and spin: 5.3 kcal/mol
E_tot: -18045.624 eV
Max |F|: 0.0537 hartree/bohr

The net atomic charges from Mulliken, expressed in e, are: atom 1 (C): 0.082, atom 2 (O): -0.437, atom 3 (O): -0.346, atom 4 (O): -0.398, atom 5 (S): 0.752, atom 6 (H): 0.230, atom 7 (H): 0.117

***

# 5
Formula: CH2O3S2
Source: the Open Molecules 2025 dataset
Level of theory: the ωB97M-V functional and the def2-TZVPD basis

XYZ file:
```
8
Properties=species:S:1:pos:R:3
C -0.24 -0.94 -0.57
O 0.05 2.03 -0.28
O 0.23 1.24 2.05
O -1.02 -0.11 0.22
S 1.46 -0.60 0.06
S 0.21 0.98 0.64
H -0.48 -1.92 -0.42
H -0.21 -0.68 -1.69
```

Summary:
Energy above the lowest of the compared OMol25 structures with the same formula, charge and spin: 21.4 kcal/mol
E_tot: -28880.519 eV
Max |F|: 0.0698 hartree/bohr

The net atomic charges from Mulliken, expressed in e, are: atom 1 (C): -0.236, atom 2 (O): -0.485, atom 3 (O): -0.500, atom 4 (O): -0.280, atom 5 (S): -0.092, atom 6 (S): 0.970, atom 7 (H): 0.365, atom 8 (H): 0.257

***

# 6
Formula: CH2O3S2
Source: the Open Molecules 2025 dataset
Level of theory: the ωB97M-V functional and the def2-TZVPD basis

XYZ file:
```
8
Properties=species:S:1:pos:R:3
C -0.83 0.66 -0.50
O -2.39 -1.34 0.24
O -1.96 0.76 -1.21
O -0.09 1.76 -0.25
S 0.29 -0.85 -0.66
S -2.41 0.12 0.34
H -0.43 2.49 -0.88
H -0.55 -1.75 -0.79
```

Summary:
Energy above the lowest of the compared OMol25 structures with the same formula, charge and spin: 34.0 kcal/mol
E_tot: -28879.975 eV
Max |F|: 0.0924 hartree/bohr

The net atomic charges from Mulliken, expressed in e, are: atom 1 (C): 0.609, atom 2 (O): -0.518, atom 3 (O): -0.355, atom 4 (O): -0.480, atom 5 (S): -0.203, atom 6 (S): 0.443, atom 7 (H): 0.365, atom 8 (H): 0.140

***

# 7
Formula: CH30O14
Source: the Open Molecules 2025 dataset
Level of theory: the ωB97M-V functional and the def2-TZVPD basis

XYZ file:
```
45
Properties=species:S:1:pos:R:3
O 16.14 -11.90 9.23
H 15.42 -11.84 9.91
H 16.00 -12.73 8.69
H 15.95 -11.07 8.73
C 15.00 -9.49 7.95
O 14.08 -9.67 8.97
H 14.73 -10.11 7.06
H 16.00 -9.59 8.26
H 14.89 -8.43 7.66
O 16.05 -10.04 4.67
H 15.79 -10.76 4.16
H 16.91 -9.89 4.23
O 14.72 -7.19 5.21
H 15.14 -7.86 5.73
H 14.30 -6.54 5.75
O 17.18 -11.43 6.65
H 16.50 -10.96 6.20
H 17.99 -11.11 6.24
O 18.67 -9.49 9.18
H 17.96 -9.67 8.57
H 19.42 -9.63 8.71
O 12.95 -9.73 5.09
H 12.68 -9.25 4.31
H 13.83 -9.55 5.36
O 15.11 -5.90 7.73
H 15.18 -5.06 7.31
H 16.03 -6.11 7.96
O 13.26 -12.16 8.20
H 12.51 -12.16 7.60
H 13.44 -11.25 8.14
O 11.80 -8.35 7.39
H 11.36 -8.74 6.59
H 12.62 -8.80 7.51
O 11.90 -10.36 10.62
H 12.68 -10.20 10.11
H 11.21 -10.68 10.04
O 14.86 -9.37 11.62
H 14.60 -9.51 10.70
H 15.81 -9.22 11.51
O 13.46 -7.03 9.62
H 13.93 -6.58 8.95
H 13.68 -7.92 9.40
O 14.31 -12.50 5.37
H 15.12 -12.99 5.27
H 13.92 -12.68 6.20
```

Summary:
Energy above the lowest of the compared OMol25 structures with the same formula, charge and spin: 99.5 kcal/mol
E_tot: -30185.055 eV
Max |F|: 0.0791 hartree/bohr

Atomic partial charges in e from the Mulliken method, atoms 1 to 8: atom 1 (O): -0.378, atom 2 (H): 0.521, atom 3 (H): 0.455, atom 4 (H): -0.009, atom 5 (C): 0.949, atom 6 (O): -0.256, atom 7 (H): -0.207, atom 8 (H): 0.012

***

# 8
Formula: CH31O18
Source: the Open Molecules 2025 dataset
Level of theory: the ωB97M-V functional and the def2-TZVPD basis

XYZ file:
```
50
Properties=species:S:1:pos:R:3
C 0.02 0.55 0.46
O 0.89 1.43 0.68
O -0.38 0.38 -0.81
O -0.39 -0.20 1.37
H 0.18 0.86 -1.42
O -0.24 -2.47 -1.71
H -0.38 -3.16 -2.31
H -0.88 -1.78 -1.88
O -0.15 0.17 -4.49
H 0.45 0.68 -3.94
H 0.27 -0.68 -4.63
O 1.13 -0.68 3.96
H 1.51 -1.55 3.82
H 1.19 -0.18 3.15
O -0.62 -2.74 3.05
H -0.26 -1.89 3.30
H -0.30 -2.90 2.19
O 1.48 1.80 -2.85
H 2.44 1.80 -3.06
H 1.36 2.60 -2.38
O -1.88 0.42 3.80
H -1.76 0.04 2.97
H -1.90 -0.32 4.42
O 1.93 -1.21 -3.11
H 1.12 -1.53 -2.72
H 2.45 -1.95 -3.34
O 2.85 -0.06 -0.76
H 2.52 -0.29 -1.65
H 2.28 0.61 -0.35
O 3.06 1.38 2.29
H 2.47 1.69 1.55
H 2.76 1.93 3.04
O 0.20 2.15 3.25
H -0.50 1.62 3.57
H 0.31 1.94 2.34
O -2.79 -1.42 1.01
H -2.05 -0.84 1.16
H -2.81 -1.82 1.87
O -3.20 1.38 -1.65
H -3.07 1.15 -0.69
H -2.49 1.95 -1.91
O -1.40 3.23 -0.36
H -1.13 2.40 0.05
H -0.63 3.57 -0.81
O 1.06 -2.31 0.82
H 0.91 -2.34 -0.10
H 0.60 -1.52 1.12
O -2.15 -0.99 -2.73
H -1.72 -0.64 -3.45
H -2.34 -0.28 -2.17
```

Summary:
Energy above the lowest of the compared OMol25 structures with the same formula, charge and spin: 0.0 kcal/mol
Charge: -1
E_tot: -38399.865 eV
Max |F|: 0.0839 hartree/bohr

Atomic partial charges in e from the Mulliken method, atoms 1 to 8: atom 1 (C): 0.025, atom 2 (O): -1.113, atom 3 (O): 0.661, atom 4 (O): 0.141, atom 5 (H): 0.087, atom 6 (O): -0.656, atom 7 (H): 0.232, atom 8 (H): 0.310

***

# 9
Formula: CH36N2O15
Source: the Open Molecules 2025 dataset
Level of theory: the ωB97M-V functional and the def2-TZVPD basis

XYZ file:
```
54
Properties=species:S:1:pos:R:3
N 1.07 -0.55 0.15
C 0.62 -0.68 1.62
N -0.41 0.28 1.94
H 0.55 -0.98 -0.56
H 1.32 0.35 -0.13
H 0.14 -1.67 1.80
H 1.56 -0.51 2.02
H -0.14 1.22 1.89
H -1.27 0.11 1.44
H -0.90 2.34 -0.36
H 0.24 1.99 -1.33
O -0.06 2.03 -0.46
H -2.78 1.61 0.27
H -3.26 3.07 0.50
O -2.42 2.44 0.45
H -2.12 -0.54 4.12
H -1.96 -1.74 3.19
O -2.49 -1.42 3.88
H -0.40 -2.66 -2.96
H -0.63 -2.80 -1.50
O -0.40 -2.05 -2.11
H 2.66 -1.89 -1.04
H 3.96 -2.76 -1.42
O 3.00 -2.51 -1.63
H 1.10 3.56 -3.21
H 1.49 2.26 -3.46
O 0.88 2.77 -2.91
H 1.57 3.70 2.11
H 1.31 3.63 0.63
O 1.91 3.84 1.31
H -2.57 1.87 4.53
H -2.69 1.08 3.34
O -3.21 1.25 4.15
H 2.58 0.61 -3.46
H 3.25 1.87 -3.30
O 2.81 1.37 -4.01
H 3.63 1.89 -0.77
H 3.26 3.23 -1.51
O 3.88 2.52 -1.48
H 2.59 -1.58 -3.03
H 1.23 -0.99 -2.55
O 2.02 -0.82 -3.09
H -1.77 -0.91 -1.91
H -2.16 0.43 -2.51
O -2.19 0.01 -1.64
H -1.70 -3.05 2.22
H -2.01 -4.35 1.83
O -1.25 -3.88 2.07
H -0.36 -3.80 0.57
H 0.86 -3.01 0.04
O 0.32 -3.78 -0.16
H -4.03 -0.90 1.50
H -3.47 -0.80 2.93
O -3.17 -0.71 1.98
```

Summary:
E_tot: -35311.754 eV
Max |F|: 0.1260 hartree/bohr

Atomic partial charges in e from the Mulliken method, atoms 1 to 8: atom 1 (N): 0.022, atom 2 (C): -0.413, atom 3 (N): -0.170, atom 4 (H): -0.042, atom 5 (H): 0.038, atom 6 (H): -0.114, atom 7 (H): 0.536, atom 8 (H): 0.281

***

# 10
Formula: CH3AsF6O5PY
Source: the Open Molecules 2025 dataset
Level of theory: the ωB97M-V functional and the def2-TZVPD basis

XYZ file:
```
18
Properties=species:S:1:pos:R:3
Y -0.45 1.97 -0.03
C -5.76 -0.48 -1.91
O -4.59 0.06 -1.41
H -6.68 -0.01 -1.59
H -5.81 -0.34 -2.99
H -5.82 -1.57 -1.85
P 2.69 4.81 1.04
O 3.74 5.00 2.06
O 2.46 3.53 1.85
O 2.87 3.55 0.14
O 1.31 4.65 1.75
As 2.30 -3.09 0.42
F 2.78 -4.16 1.76
F 1.07 -2.12 1.38
F 1.84 -1.84 -0.83
F 3.48 -3.82 -0.73
F 1.01 -4.26 -0.11
F 3.55 -1.87 1.05
```

Summary:
Energy above the lowest of the compared OMol25 structures with the same formula, charge and spin: 468.8 kcal/mol
Charge: -2
E_tot: -98788.733 eV
Max |F|: 0.2746 hartree/bohr

Atomic partial charges in e from the Mulliken method, atoms 1 to 8: atom 1 (Y): 0.882, atom 2 (C): -0.625, atom 3 (O): -0.828, atom 4 (H): 0.162, atom 5 (H): 0.162, atom 6 (H): 0.170, atom 7 (P): 0.629, atom 8 (O): -0.557